Density functional theory data (wB97M-V/def2-TZVPD) for C13H16N4OS as an isolated structure at a distorted geometry.

Computed properties:
E   -32572.3985 eV
E_HOMO   -7.571 eV
Frontier orbital gap   7.925 eV
LUMO   0.4 eV
Energy relative to the best compared isomer or geometry (same formula, charge and spin)   1214.6 kJ/mol

Structure (ORCA input):
```
! RIJCOSX wB97M-V def2-TZVPD def2/J DEFGRID3
* xyz 0 1
C -5.82398 -0.16385 0.94287
C -4.56712 0.49792 0.15744
O -4.58302 1.72630 -0.30150
N -3.55633 -0.32527 0.03292
C -2.41754 -0.10183 -0.71666
N -1.44751 -0.79542 -0.63821
C -0.60088 -0.05445 -1.20553
N -0.99169 1.29423 -1.77901
N -2.26703 1.29558 -1.22966
H -2.80398 2.01272 -1.20241
S 0.99838 -0.26562 -1.83897
C 1.00362 -1.97993 -1.09279
C 1.25362 -2.15037 0.40858
H 1.04368 -2.86964 0.97619
H 0.45415 -1.30175 0.76080
C 2.54371 -1.54771 1.12860
C 2.97085 -0.26298 0.66133
C 3.91129 0.12289 -0.21667
C 4.32498 1.58611 -0.74021
C 3.45132 2.57028 -0.03324
C 2.42906 2.25427 0.67300
C 2.09157 1.05228 1.29979
H 1.42026 0.87170 1.91866
H 1.83361 3.12055 1.35426
H 3.68407 3.71031 -0.69353
H 5.09201 1.70051 -1.39794
H 4.53430 -0.82034 -0.72173
H 3.40914 -2.02909 0.56751
H 2.55762 -1.63386 2.20498
H 0.22398 -2.63400 -1.18916
H 1.97568 -2.48145 -1.47279
H -3.64927 -1.25985 0.29702
H -5.55550 -0.41696 1.88578
H -6.19829 -1.18108 0.28655
H -6.74478 0.45980 0.91376
*
```

=====

Density functional theory data (wB97M-V/def2-TZVPD) for C13H17AlAsF6N3O2SSi as an isolated structure at a distorted geometry.

Computed properties:
E   -124778.0866 eV
E_HOMO (alpha / beta)   -12.537 / -12.535 eV
Frontier orbital gap (alpha / beta)   8.575 / 5.384 eV
LUMO (alpha / beta)   -4.0 / -7.2 eV
Energy relative to the best compared isomer or geometry (same formula, charge and spin)   65.9 kJ/mol

Structure (ORCA input):
```
! RIJCOSX wB97M-V def2-TZVPD def2/J DEFGRID3
* xyz 1 2
Al -0.54367 -0.61907 1.33601
C 3.59803 2.58473 -0.35469
Si 2.35903 2.57823 -1.81639
C 2.75453 1.05863 -2.90649
C 2.31973 4.22573 -2.75989
C 0.63153 2.31703 -1.03339
C -0.37897 3.26703 -1.15269
C -1.59397 3.10903 -0.50389
C -1.79247 1.98373 0.28191
N -0.85217 1.05293 0.39211
C 0.33423 1.19063 -0.25229
S 1.37403 -0.14917 -0.02029
H 4.60753 2.72303 -0.71809
H 3.54263 1.63753 0.17011
H 3.37643 3.38893 0.33821
H 3.73583 1.17163 -3.34909
H 2.03193 0.96123 -3.70879
H 2.74463 0.15113 -2.31499
H 3.28783 4.41613 -3.21509
H 2.10433 5.07233 -2.11149
H 1.58773 4.22413 -3.56449
H -0.21417 4.14333 -1.75929
H -2.37147 3.84873 -0.59899
H -2.70517 1.80183 0.83131
F 0.30853 -0.14357 2.72021
As -0.19717 -0.48257 4.85941
F 1.46283 -0.93697 4.88641
F 0.28583 1.18133 4.91981
F -0.57187 -0.78407 6.46741
F -1.75607 0.06153 4.35891
F -0.56127 -2.04317 4.18521
C -1.74827 -5.17447 -1.68389
N -1.93237 -4.15177 -0.67579
C -2.97317 -4.15507 0.16241
C -3.15707 -3.18237 1.10931
C -2.16677 -2.19307 1.18121
O -2.13477 -1.17767 1.97231
N -1.09817 -2.22107 0.36071
C -0.93177 -3.15757 -0.62799
O -0.02677 -3.14377 -1.41739
H -2.52307 -5.93277 -1.60099
H -0.76897 -5.63667 -1.55759
H -1.78007 -4.72467 -2.67839
H -3.67867 -4.96927 0.05731
H -3.98877 -3.17157 1.79221
*
```

=====

Density functional theory data (wB97M-V/def2-TZVPD) for C13H17BIN3Ru as an isolated structure at a distorted geometry.

Computed properties:
E   -29563.8225 eV
E_HOMO (alpha / beta)   -13.625 / -14.464 eV
Frontier orbital gap (alpha / beta)   5.090 / 5.928 eV
LUMO (alpha / beta)   -8.5 / -8.5 eV
Energy relative to the best compared isomer or geometry (same formula, charge and spin)   116.2 kJ/mol

Structure (ORCA input):
```
! RIJCOSX wB97M-V def2-TZVPD def2/J DEFGRID3
* xyz 2 5
C 0.24565 0.69213 2.85109
C 0.28960 -0.76068 2.86632
H 1.14714 1.12446 3.28559
H -1.62246 1.70108 3.82210
H -0.11403 1.18843 1.95199
H 0.70054 -1.13150 1.91556
H 0.87925 -1.19046 3.65628
H -0.68862 -1.23432 2.91019
C 0.47152 2.47736 -1.49931
C 0.26568 3.39795 -2.51989
C -0.06471 2.92072 -3.80257
C -0.31479 1.56197 -4.04449
H 0.72713 2.71846 -0.47395
H 0.38126 4.45413 -2.31685
H -0.16312 3.62066 -4.63090
H -0.67035 1.12585 -4.98722
N 0.36005 1.15517 -1.77709
C -0.12800 0.67216 -2.98585
C -0.23304 -0.77484 -2.96920
N 0.16938 -1.31978 -1.75684
C -0.19935 -2.55667 -1.32756
C -0.80132 -2.99903 -3.62670
C -0.66318 -3.44338 -2.29504
H -0.18509 -2.70960 -0.24322
H -0.91434 -4.44767 -1.99444
C -0.64048 -1.64328 -3.97437
H -0.82962 -1.19398 -4.94796
H -1.06219 -3.71244 -4.39416
Ru 1.75940 -0.19249 -1.83532
I 3.40128 0.18942 -0.12178
B -0.10072 -0.17797 6.32693
C -0.65642 0.52627 5.19172
N -0.92279 1.01897 4.09995
H -0.80254 0.02571 7.29628
H 1.07987 0.26065 6.40296
H -0.10058 -1.34348 5.94775
*
```

=====

Density functional theory data (wB97M-V/def2-TZVPD) for C13H17CaIN2 as an isolated structure at a distorted geometry.

Computed properties:
E   -43276.4734 eV
E_HOMO   -6.368 eV
Frontier orbital gap   5.474 eV
LUMO   -0.9 eV
Energy relative to the best compared isomer or geometry (same formula, charge and spin)   0.0 kJ/mol

Structure (ORCA input):
```
! RIJCOSX wB97M-V def2-TZVPD def2/J DEFGRID3
* xyz 0 1
C 0.71352 -1.18043 -2.72574
C 1.09343 0.40503 -2.76080
H 1.20321 -1.71744 -1.89568
H 1.13522 -1.58034 -3.64223
H -0.38064 -1.39725 -2.79464
H 1.67384 0.73108 -1.88054
H 1.73342 0.53378 -3.63387
H 0.20356 1.03674 -2.92891
Ca -0.24474 -0.11745 -1.08725
C -1.89478 1.49363 -2.17046
H -1.53794 2.52548 -2.29557
H -2.68834 1.44501 -1.41156
H -2.25851 1.07943 -3.12158
I -2.31798 -2.29452 -0.77657
C -1.64302 2.82850 2.22307
C -1.17877 2.25820 3.40939
C -0.32520 1.15753 3.35073
C 0.08135 0.65022 2.10225
N -0.38390 1.22141 0.96023
C -1.23669 2.26241 1.01041
C 0.98140 -0.53272 1.97354
C 1.47139 -1.21311 3.10507
C 2.27819 -2.33954 2.95642
C 2.57338 -2.78160 1.66880
C 2.05685 -2.07425 0.57972
N 1.28536 -0.97520 0.71852
H -2.31168 3.68413 2.20695
H -1.47569 2.65831 4.37621
H 0.02964 0.66880 4.25146
H -1.59700 2.62619 0.04457
H 1.19324 -0.85300 4.08953
H 2.66057 -2.85808 3.83354
H 3.18114 -3.66147 1.47944
H 2.26616 -2.40937 -0.43884
*
```

=====

Density functional theory data (wB97M-V/def2-TZVPD) for one molecule with the formula C13H17Cl2NO.

Computed properties:
E   -42339.0992 eV
Structure (SMILES)   Cc1cc(Cl)cc(Cl)c1OCCN1CCCC1
E_HOMO   -8.599 eV
Frontier orbital gap   9.384 eV
LUMO   0.8 eV
Energy relative to the best compared isomer or geometry (same formula, charge and spin)   4.7 kJ/mol

Structure (ORCA input):
```
! RIJCOSX wB97M-V def2-TZVPD def2/J DEFGRID3
* xyz 0 1
C 3.07307 -0.31313 0.86228
C 2.00749 0.16997 -0.07511
C 2.09697 -0.13865 -1.42592
C 1.16311 0.34316 -2.32554
C 0.13376 1.16745 -1.90511
C 0.03517 1.46370 -0.55733
C 0.94021 0.95533 0.38009
O 0.80092 1.32153 1.69160
C 0.46967 0.31363 2.63701
H 0.74649 0.75809 3.59534
C -1.02251 -0.06869 2.64340
N -1.23907 -1.40000 2.12077
C -1.19439 -1.51542 0.67038
C -1.94159 -2.81660 0.33707
H -2.71506 -2.62908 -0.40659
H -1.26854 -3.57289 -0.06223
C -2.55486 -3.26227 1.67194
H -1.93643 -4.03107 2.13357
H -3.56664 -3.64697 1.56174
C -2.50276 -1.99564 2.51759
H -2.49927 -2.19926 3.58977
H -3.35991 -1.34007 2.28495
H -0.15719 -1.53803 0.32946
H -1.68871 -0.65677 0.18663
H -1.59167 0.69803 2.09126
H -1.37640 -0.06752 3.67659
H 1.05500 -0.59614 2.48202
Cl -1.23398 2.50012 -0.02336
H -0.58044 1.56782 -2.60575
Cl 1.29403 -0.06404 -3.99671
H 2.91251 -0.75125 -1.77790
H 2.84988 -1.31810 1.22189
H 3.15790 0.35338 1.71700
H 4.02989 -0.34968 0.34682
*
```

=====

Density functional theory data (wB97M-V/def2-TZVPD) for a 4-piece molecular cluster, C13H17F3O11S overall at a distorted geometry.

Computed properties:
E   -55263.7703 eV
Structure (SMILES)   O=C1OC[C@@H](F)O1.O=C1OC[C@@H](F)O1.O=C1OC[C@@H](F)O1.O=S1(=O)CCCC1
E_HOMO   -10.354 eV
Frontier orbital gap   10.661 eV
LUMO   0.3 eV

Structure (ORCA input):
```
! RIJCOSX wB97M-V def2-TZVPD def2/J DEFGRID3
* xyz 0 1
C -6.09302 -2.73284 9.27787
C -7.34658 -2.14917 10.04419
C -7.37346 -2.71950 11.48456
S -5.61092 -3.25304 11.81991
O -5.71378 -4.74002 11.87287
O -4.93838 -2.64154 12.96786
C -4.90807 -2.62295 10.13385
H -5.83617 -2.02826 8.48686
H -6.29061 -3.73416 8.89523
H -8.16286 -2.48309 9.40365
H -7.29062 -1.06084 10.06719
H -7.96878 -3.62996 11.41558
H -7.89950 -2.07384 12.18776
H -4.02756 -3.16869 9.79480
H -4.69249 -1.55958 10.02955
C -10.64031 -9.12950 17.74531
C -10.79803 -10.35202 16.90520
O -10.54416 -11.37263 17.80775
C -10.19799 -10.82164 19.03511
O -10.04275 -11.45625 20.07744
O -10.21472 -9.45755 18.97836
F -10.03458 -10.27394 15.80780
H -11.51274 -8.47784 17.79334
H -9.89214 -8.44488 17.34579
H -11.84170 -10.36178 16.59095
C -19.36640 -4.64486 13.50165
C -18.60519 -4.69534 12.20363
O -18.20054 -6.05506 12.10975
C -18.13042 -6.50942 13.36875
O -17.51780 -7.55540 13.67602
O -18.62991 -5.60437 14.23951
F -17.52551 -3.88034 12.27676
H -20.40556 -4.93603 13.34848
H -19.37639 -3.59385 13.79042
H -19.01373 -4.21030 11.31710
C -12.25672 -9.40200 7.82103
C -11.28223 -8.35003 8.27189
O -12.02983 -7.17232 8.32719
C -13.16648 -7.28325 7.81969
O -13.92374 -6.40026 7.53203
O -13.36023 -8.59046 7.54197
F -10.24863 -8.17748 7.44687
H -12.31004 -10.28982 8.45114
H -11.98402 -9.86149 6.87097
H -10.97699 -8.65647 9.27240
*
```